Entry from OMol25: C22H23CrF4N4S as an isolated structure (wB97M-V/def2-TZVPD).

```
55
C22H23CrF4N4S | OMol25 | wB97M-V/def2-TZVPD
Cr -0.520 0.682 -1.683
C -1.012 -1.886 -3.424
C -2.296 -1.156 -3.050
N -2.138 0.319 -3.049
C -1.919 0.851 -4.424
C -0.972 2.035 -4.406
C -3.337 0.966 -2.433
C -3.243 0.999 -0.916
N -1.910 1.489 -0.610
C -1.580 2.081 0.589
C -0.330 2.706 0.666
F 0.463 2.681 -0.445
C 0.129 3.341 1.796
F 1.340 3.905 1.764
C -0.645 3.398 2.941
C -1.878 2.782 2.893
F -2.664 2.783 3.971
C -2.340 2.130 1.760
F -3.535 1.513 1.817
H -0.988 -2.876 -2.973
H -0.107 -1.367 -3.070
H -0.890 -2.005 -4.499
H -2.617 -1.444 -2.047
H -3.111 -1.432 -3.729
H -2.887 1.136 -4.844
H -1.528 0.052 -5.052
H -1.359 2.852 -3.796
H -0.800 2.417 -5.412
H 0.015 1.752 -4.014
H -4.240 0.453 -2.779
H -3.365 1.991 -2.802
H -3.460 0.014 -0.482
H -4.021 1.669 -0.546
H -0.299 3.896 3.834
S 3.229 -3.594 1.532
C 2.279 -2.245 0.859
C 2.858 -1.337 -0.019
C 2.082 -0.317 -0.532
N 0.782 -0.167 -0.231
C 0.230 -1.040 0.628
C 0.939 -2.085 1.187
C 3.630 -2.881 3.118
C 4.759 -2.091 3.269
C 5.026 -1.564 4.525
N 4.263 -1.778 5.593
C 3.195 -2.554 5.435
C 2.834 -3.130 4.225
H 3.901 -1.418 -0.292
H 2.518 0.434 -1.183
H -0.809 -0.860 0.879
H 0.452 -2.763 1.872
H 5.422 -1.897 2.437
H 5.900 -0.941 4.676
H 2.593 -2.730 6.320
H 1.963 -3.768 4.156
```

Its net charge is +1. The lowest unoccupied orbital energy (alpha / beta) comes out at -3.39 / -3.39 eV. The calculation puts the molar mass at 503.5 g mol⁻¹. As for the spin multiplicity: 5. As for the HOMO energy (alpha / beta): -10.5 / -10.8 eV. For the energy, the calculation gives -79267.8260 eV.